48
Properties=species:S:1:pos:R:3:lowdin_charge:R:1 method="wB97M-V/def2-TZVPD" s_squared=2.25 total_charge=+1 spin_multiplicity=3 energy_ev=-368012.6312 lumo_energy_ev="-4.189 / -5.749"
W 0.47 -0.48 2.72 -0.0604
I 1.89 5.88 3.72 0.9252
Se 2.70 -0.74 2.03 0.3126
Se -1.52 0.65 3.19 0.3179
Se 0.72 -1.95 4.88 0.2198
Se 1.39 0.15 5.14 0.2291
As -0.07 -0.41 0.19 1.1506
S -0.58 -2.63 2.23 0.4734
N 1.08 1.95 2.32 -0.1759
N 1.27 2.61 1.17 0.0087
C -3.85 1.26 -0.22 -0.0645
C 0.32 -2.21 -0.33 -0.4254
C 0.76 -2.60 -1.58 -0.0684
C 1.23 2.87 3.26 -0.2606
C 1.54 3.91 1.35 -0.1117
C 0.74 -4.88 -0.85 -0.0532
C 0.08 -3.14 0.66 -0.6706
C -4.12 -1.11 -0.52 -0.0528
C 2.17 0.70 -1.27 -0.1419
C 2.02 1.68 -3.46 -0.0553
C 2.79 1.28 -2.38 -0.0533
C 0.64 1.50 -3.44 -0.0509
C -4.67 0.16 -0.43 -0.0590
C 0.79 0.53 -1.26 -0.4030
C 0.02 0.92 -2.34 -0.0843
C -2.48 1.08 -0.08 -0.1685
C 0.98 -3.94 -1.84 -0.0605
C -1.94 -0.20 -0.18 -0.4206
C 1.53 4.13 2.71 -0.7630
C -2.75 -1.30 -0.39 -0.0836
C 0.29 -4.49 0.41 -0.0887
H 2.78 0.36 -0.44 0.0300
H -2.33 -2.29 -0.47 0.1038
H 3.86 1.41 -2.39 0.1158
H -1.84 1.94 0.09 0.0996
H 1.23 2.12 0.28 0.0914
H 1.10 2.65 4.30 0.0463
H 1.72 4.58 0.53 0.1320
H -4.27 2.26 -0.15 0.1137
H -1.05 0.77 -2.33 0.1023
H -4.77 -1.97 -0.68 0.1140
H 1.34 -4.26 -2.81 0.1125
H 2.49 2.14 -4.32 0.1150
H 0.92 -5.93 -1.04 0.1145
H -5.74 0.30 -0.52 0.1130
H 0.94 -1.86 -2.36 0.1078
H 0.10 -5.22 1.19 0.1111
H 0.04 1.80 -4.29 0.1160

20
Properties=species:S:1:pos:R:3:lowdin_charge:R:1 method="wB97M-V/def2-TZVPD" energy_ev=-11413.4029 lumo_energy_ev=0.813
O -0.15 -2.88 -0.53 -0.0551
O -2.15 -1.75 -0.64 -0.0369
N 1.10 1.40 0.63 -0.1453
N -0.97 -0.24 1.52 0.0895
C -0.51 0.28 0.33 -0.2632
C 1.47 2.52 -0.20 -0.2301
C -0.80 -1.73 -1.01 -0.3757
C 0.52 -0.35 -0.42 -0.0641
H -0.70 -3.64 -0.75 0.0936
H 1.21 -1.03 0.07 0.1020
H -0.77 -1.67 -2.10 0.1186
H 2.56 2.64 -0.31 0.0652
H 1.07 2.39 -1.22 0.0587
H 0.77 0.06 -1.38 0.0994
H -0.26 -0.70 2.08 0.1149
H -1.21 0.92 -0.20 0.1467
H -2.17 -1.58 0.32 0.0706
H -1.53 0.40 2.07 0.1081
H 1.07 3.49 0.16 0.0539
H 1.46 1.47 1.58 0.0493

96
Properties=species:S:1:pos:R:3:lowdin_charge:R:1 method="wB97M-V/def2-TZVPD" s_squared=0.75 spin_multiplicity=2 energy_ev=-150593.0595 lumo_energy_ev="0.112 / 0.092"
I -5.42 -2.15 6.15 0.8532
Br 0.32 2.13 1.95 0.8833
Ti -0.05 -0.58 -0.44 0.9706
O 2.00 -0.31 0.29 -0.0558
O -0.41 1.16 -0.91 -0.2109
O -1.95 -0.83 0.08 -0.0401
O -0.30 -0.85 1.43 -0.1502
N 3.74 0.98 0.94 -0.1325
N 3.34 -1.04 2.00 -0.1193
C -0.80 -2.06 -2.14 -0.2763
C -1.31 2.63 -3.83 -0.0347
C -2.29 4.32 -1.13 0.0129
C 2.27 -3.35 -0.45 -0.0168
C 2.95 -0.13 1.07 -0.4729
C -3.79 -1.62 2.16 0.0057
C -0.18 -2.83 -1.10 -0.2850
C -1.57 -0.95 1.28 -0.5123
C -1.01 2.31 -0.60 -0.2983
C -0.72 3.00 0.60 -0.5243
C -2.84 -1.34 4.77 -0.1414
C -2.87 1.02 -2.69 -0.0461
C -2.00 -1.09 3.70 0.0033
C 3.55 1.81 -0.24 -0.0313
C -2.20 -2.32 -2.62 -0.0219
C -3.66 3.25 -3.30 -0.0685
C -4.62 -1.90 3.23 -0.1399
C 1.42 -1.55 -2.11 -0.2729
C 0.08 -0.51 -4.04 -0.0189
C -0.88 -3.89 -0.31 -0.0175
C 4.68 -1.10 2.55 -0.0550
C -1.90 4.99 0.02 -0.1813
C 2.45 -2.05 2.54 -0.0347
C -4.15 -1.76 4.52 -0.7129
C 1.20 -2.54 -1.12 -0.2680
C -2.43 2.48 -2.80 -0.5201
C 0.19 -1.26 -2.75 -0.2627
C 2.76 -1.08 -2.60 -0.0236
C -2.47 -1.22 2.39 -0.1168
C -1.13 4.28 0.91 -0.1069
C -3.06 7.08 -0.85 -0.0660
C -3.31 6.38 1.52 -0.0459
C -1.12 7.28 0.69 -0.0510
C 4.17 1.73 2.12 -0.0681
C -1.91 3.02 -1.46 -0.0735
C -2.34 6.42 0.33 -0.5582
H 2.71 -4.03 -1.19 0.0941
H -0.40 7.29 -0.13 0.0904
H 2.73 -0.03 -2.91 0.0749
H -0.83 4.70 1.86 0.0942
H -1.43 8.30 0.89 0.0819
H -2.94 -2.08 -1.86 0.0772
H -0.89 -4.84 -0.86 0.0889
H -4.13 -1.70 1.14 0.1258
H 2.89 -3.04 2.41 0.0882
H 0.66 0.42 -4.01 0.0720
H -0.39 2.17 -3.46 0.0655
H -3.64 0.91 -1.91 0.1034
H -3.30 8.12 -0.59 0.0831
H -2.84 5.93 2.40 0.0793
H -3.30 0.69 -3.64 0.0889
H -0.96 -0.25 -4.26 0.0589
H -3.99 6.57 -1.08 0.0841
H 2.87 2.65 -0.03 0.0857
H 3.12 1.21 -1.03 0.0714
H -4.19 5.78 1.27 0.0890
H 4.71 -0.80 3.60 0.0925
H 4.52 2.20 -0.56 0.0947
H 3.52 -1.18 -1.82 0.0744
H -5.64 -2.22 3.06 0.0953
H 3.08 -1.67 -3.46 0.0906
H -2.92 4.84 -1.83 0.0785
H 5.25 1.84 2.15 0.0900
H -0.98 -0.77 3.86 0.1201
H -2.05 0.38 -2.43 0.0390
H 3.83 1.24 3.03 0.0850
H -2.50 -1.20 5.78 0.0945
H -1.92 -3.61 -0.11 0.0774
H -1.58 2.17 -4.78 0.0884
H -3.64 7.39 1.78 0.0831
H 0.47 -1.12 -4.85 0.0938
H -2.42 -1.73 -3.51 0.0682
H -4.06 2.74 -4.17 0.0846
H 3.07 -2.72 -0.06 0.0665
H -0.39 -4.07 0.65 0.0778
H 3.72 2.72 2.10 0.0821
H -0.61 6.90 1.58 0.0744
H -1.10 3.69 -4.01 0.0888
H -3.43 4.27 -3.60 0.0774
H 5.03 -2.14 2.50 0.0930
H 2.29 -1.87 3.61 0.0989
H -4.44 3.28 -2.54 0.0949
H 1.49 -2.01 2.03 0.0675
H 5.37 -0.49 1.98 0.0863
H -2.43 7.09 -1.74 0.0898
H 1.86 -3.95 0.36 0.0706
H -2.30 -3.37 -2.88 0.0883

78
Properties=species:S:1:pos:R:3:lowdin_charge:R:1 method="wB97M-V/def2-TZVPD" energy_ev=-72606.1244 lumo_energy_ev=-1.032
Cd 0.43 0.09 0.55 1.3458
S 0.34 -2.76 0.71 0.6174
O 6.43 -0.96 0.43 0.1148
O -0.96 -1.55 -3.40 0.0031
O 2.12 -0.53 -0.84 -0.1643
O 4.32 -0.87 -1.04 0.0258
O 6.90 -0.29 2.50 0.0876
N 2.41 -0.05 1.83 0.0139
N -0.98 0.24 2.37 -0.0230
N -1.43 -0.76 -0.83 0.0730
N -0.09 -1.70 -5.46 -0.1442
N -3.54 -3.00 0.92 0.1242
N -2.03 -1.77 -0.08 -0.0900
N 1.22 2.26 -0.72 0.0701
N -2.28 -3.44 1.19 0.0351
N -1.11 2.76 -0.65 0.0824
N 2.85 0.19 3.07 0.0424
N -1.15 1.89 0.24 -0.0578
C 0.69 0.09 -3.98 0.0191
C 6.09 -0.50 1.63 -0.5130
C 2.41 2.45 -1.29 -0.1221
C -0.96 -2.83 -5.71 -0.0324
C 1.49 3.85 -2.99 -0.0626
C -3.37 -1.97 0.14 -0.3313
C -1.31 -2.69 0.62 -0.8219
C -0.56 -0.10 3.67 -0.3452
C -0.26 0.91 4.59 -0.0571
C 0.80 -1.21 -6.49 -0.0428
C 0.25 3.67 -2.40 -0.0222
C -2.28 1.74 1.02 -0.2592
C -0.17 -1.11 -4.25 -0.4733
C 3.48 -0.33 1.09 -0.1554
C 4.64 -0.28 1.90 -0.0469
C -3.49 2.41 0.75 -0.0580
C 3.29 -0.61 -0.38 -0.6243
C -4.37 1.59 2.82 -0.0803
C 0.55 -0.72 6.16 -0.1074
C 4.18 0.07 3.15 0.0116
C 0.18 2.86 -1.27 -0.3342
C 0.25 -1.73 5.26 -0.0844
C -0.30 -1.42 4.02 -0.0486
C -4.54 2.32 1.62 -0.1071
C 2.59 3.23 -2.42 -0.0454
C -3.20 0.94 3.11 -0.0154
C -2.10 0.93 2.19 -0.2776
C 0.28 0.60 5.83 -0.1020
C -4.42 -1.09 -0.41 0.0144
H 3.25 1.94 -0.83 0.1085
H -0.75 -3.65 -5.02 0.0957
H -0.46 1.94 4.32 0.1183
H 5.60 -1.11 -0.14 0.0661
H -2.02 0.07 -0.76 0.0703
H 1.74 -0.08 -4.24 0.0885
H 0.34 0.94 -4.57 0.0928
H -5.48 2.82 1.42 0.0966
H 0.48 -0.24 -6.88 0.0942
H 4.73 0.21 4.07 0.1393
H 0.66 0.34 -2.92 0.0566
H -3.11 0.38 4.03 0.1128
H -0.50 -2.20 3.30 0.0524
H -0.65 4.13 -2.78 0.1088
H -0.81 -3.17 -6.73 0.0821
H -2.01 -2.55 -5.57 0.0915
H -4.32 -0.08 -0.01 0.0641
H 1.82 -1.12 -6.13 0.0890
H 0.51 1.39 6.53 0.1015
H -5.18 1.54 3.53 0.1053
H -3.55 2.99 -0.16 0.1038
H -4.36 -1.05 -1.50 0.0906
H -5.39 -1.49 -0.12 0.0908
H -2.13 -4.24 1.78 0.1523
H 0.80 -1.92 -7.32 0.0846
H 0.45 -2.76 5.51 0.1035
H 3.58 3.35 -2.83 0.1088
H 0.98 -0.96 7.12 0.0977
H 2.17 0.35 3.80 0.1337
H 1.59 4.46 -3.87 0.1091
H -1.28 -1.05 -1.81 0.0593

13
Properties=species:S:1:pos:R:3:lowdin_charge:R:1 method="wB97M-V/def2-TZVPD" smiles="O=C1S[C@@H]2C[C@@H]2[C@H]1Cl" energy_ev=-30670.3817 lumo_energy_ev=0.618
Cl -0.33 -0.15 -2.39 0.6200
S 1.04 0.36 1.61 0.9780
O 1.91 -1.17 -0.45 0.0402
C -1.74 0.14 1.50 -0.1362
C -0.58 1.11 1.35 -0.5049
C -0.45 -0.47 -0.62 -0.6095
C 1.00 -0.55 0.01 -0.6646
C -1.32 0.56 0.11 -0.2904
H -1.52 -0.86 1.90 0.1153
H -2.69 0.52 1.84 0.1007
H -0.87 -1.48 -0.53 0.1146
H -0.62 2.12 1.71 0.0922
H -2.05 1.12 -0.51 0.1447

7
Properties=species:S:1:pos:R:3:lowdin_charge:R:1 method="wB97M-V/def2-TZVPD" total_charge=-1 energy_ev=-32912.8241 lumo_energy_ev="1.755 / 1.590"
Cl 0.82 0.53 1.83 0.8442
S -1.75 -0.12 -1.44 0.5077
F 1.94 -0.64 -0.89 -0.5509
F 0.36 1.67 -0.39 0.0549
O -0.82 -1.50 0.66 -0.1003
C 0.19 0.55 0.28 -0.7122
C -0.74 -0.49 -0.06 -1.0433